1.
{
  "formula": "C2H3BrO2",
  "method": "the ωB97M-V functional and the def2-TZVPD basis",
  "de_lowest_kj_mol": 549.4,
  "energy_ev": -76254.5836,
  "total_charge": 0,
  "gap_ev": [8.419, 8.420],
  "lumo_energy_ev": [-1.92, -1.92],
  "species": ["C", "C", "O", "O", "Br", "H", "H", "H"],
  "xyz": [[-0.784, 0.363, 0.593], [0.269, -0.156, -0.228], [-0.569, 1.603, 1.202], [-1.504, 1.473, 0.213], [2.283, -0.380, 1.254], [-1.311, -0.374, 1.148], [0.793, 0.484, -0.754], [0.029, -1.170, -0.544]],
  "atomic_forces_ev_per_a": [[0.1, 0.9, 1.4], [0.2, -3.5, 3.3], [2.2, -0.1, 2.5], [-2.5, 0.0, -3.1], [-2.4, 0.0, -1.5], [-0.6, -0.3, 0.7], [2.3, 2.9, -3.1], [0.8, 0.2, -0.3]]
}



2.
{
  "formula": "C2H3BrO2P",
  "method": "the ωB97M-V functional and the def2-TZVPD basis",
  "de_lowest_kj_mol": 564.6,
  "energy_ev": -85546.6589,
  "total_charge": -1,
  "gap_ev": [7.922, 7.921],
  "lumo_energy_ev": [3.26, 3.25],
  "species": ["C", "C", "O", "O", "P", "Br", "H", "H", "H"],
  "xyz": [[1.346, -0.541, -0.482], [0.486, -0.343, 0.533], [-0.871, 2.458, -1.214], [-1.618, 0.812, 1.825], [-1.101, 0.635, 0.439], [-2.393, -0.984, -0.472], [2.375, -0.902, -0.587], [1.141, -0.380, -1.577], [0.635, -0.755, 1.536]],
  "atomic_forces_ev_per_a": [[-0.3, 0.2, -1.7], [0.5, -0.2, -0.9], [-0.3, -3.0, 2.6], [0.3, 0.3, -0.3], [0.7, 2.1, -2.0], [-0.3, -0.2, -0.4], [-0.2, -0.5, 1.6], [-0.8, 0.8, 1.3], [0.3, 0.5, -0.2]]
}



3.
{
  "formula": "C2H3BrOS",
  "method": "the ωB97M-V functional and the def2-TZVPD basis",
  "de_lowest_kj_mol": 438.1,
  "energy_ev": -85042.9110,
  "total_charge": 0,
  "gap_ev": [6.724, 6.724],
  "lumo_energy_ev": [-1.05, -1.05],
  "species": ["C", "C", "O", "S", "Br", "H", "H", "H"],
  "xyz": [[-0.666, 1.791, -0.004], [0.994, 0.007, 0.011], [0.456, 1.330, -0.021], [-1.960, -2.183, -0.047], [-2.218, 0.032, -0.003], [1.548, -0.129, 0.941], [1.665, -0.131, -0.838], [0.181, -0.717, -0.040]],
  "atomic_forces_ev_per_a": [[-0.3, -1.1, 0.0], [0.7, -1.9, 0.0], [-0.1, 1.2, 0.0], [0.2, 0.3, 0.0], [-0.2, 0.5, 0.0], [-0.1, 0.4, -0.1], [-0.2, 0.4, 0.1], [0.0, 0.1, 0.0]]
}



4.
{
  "formula": "C2H3BrOS",
  "method": "the ωB97M-V functional and the def2-TZVPD basis",
  "de_lowest_kj_mol": 242.2,
  "energy_ev": -85041.5977,
  "total_charge": 0,
  "gap_ev": [7.722, 7.025],
  "multiplicity": 3,
  "lumo_energy_ev": [-1.04, -1.78],
  "species": ["C", "C", "O", "S", "Br", "H", "H", "H"],
  "xyz": [[0.301, -0.509, 0.710], [0.305, 0.246, -0.551], [-0.738, 1.213, -0.352], [0.282, -3.046, 0.033], [-0.863, -0.129, 2.055], [0.010, -0.330, -1.440], [1.366, 0.618, -0.706], [-0.662, 1.937, 0.251]],
  "atomic_forces_ev_per_a": [[1.0, -3.6, -0.3], [-0.6, 1.7, 1.1], [-0.4, -0.1, -2.9], [0.0, 1.9, 0.6], [0.0, -0.3, 0.2], [0.1, 0.0, 0.5], [-1.1, 0.0, 0.1], [1.0, 0.3, 0.6]]
}